1.
Molecular formula: C22H30N2P2W
Method: DFT, ωB97M-V with the def2-TZVPD basis set

```
57
Properties=species:S:1:pos:R:3:forces:R:3:mulliken_spin:R:1
C -1.60537 3.20629 -3.52052 0.21 -1.52 0.50 0.01
C -1.30086 1.92084 -3.10488 0.48 -0.57 -0.09 0.00
C 0.04622 1.41334 -3.32160 1.30 -1.34 -1.49 0.00
C 1.12966 2.33416 -3.78749 -1.74 -1.28 0.89 -0.01
C 0.69314 3.62516 -4.20598 -0.18 0.24 0.04 0.01
C -0.61491 4.03239 -4.09899 -0.20 0.51 -0.35 0.00
C 2.44068 1.83560 -3.86674 -0.47 -0.05 -0.40 0.01
C 2.72265 0.51676 -3.49754 -1.23 -1.73 0.95 0.00
C 1.59867 -0.36878 -3.08391 -1.24 1.35 -1.79 0.02
C 1.84917 -1.72198 -2.62089 -0.51 0.83 -0.04 -0.02
C 3.13995 -2.21092 -2.65132 -1.23 0.14 -0.10 0.00
C 4.20491 -1.42351 -3.15209 0.16 0.28 -0.31 0.00
C 4.00821 -0.10908 -3.54629 0.00 -0.83 0.29 0.00
H -2.65089 3.48819 -3.45678 0.15 0.45 0.04 0.00
H 1.42027 4.27338 -4.67108 0.09 0.19 0.05 0.00
H -0.97807 5.00289 -4.48309 0.66 -0.57 0.21 0.00
H 3.22881 2.46303 -4.28942 -0.16 -0.14 0.19 0.00
H 3.26480 -3.25833 -2.37757 0.38 0.26 0.08 0.00
H 5.17165 -1.93719 -3.25032 -0.36 0.64 0.01 0.00
H 4.83423 0.44638 -3.95308 0.25 0.19 0.02 0.00
N 0.26026 0.02874 -3.31666 2.00 1.85 3.11 0.00
W -0.31967 -0.08923 0.65242 4.29 1.81 -8.89 1.79
C -2.32312 0.97410 -2.46284 0.51 0.12 0.05 0.02
H -2.22255 -0.04441 -2.85525 0.07 0.22 -0.03 0.00
H -3.35002 1.31065 -2.65084 0.16 0.03 0.20 0.00
C 0.64358 -2.49922 -2.08615 0.47 0.91 -0.41 0.02
H -0.24155 -2.29156 -2.69472 0.15 0.03 0.06 0.00
H 0.84147 -3.57184 -2.11992 -0.04 -0.06 0.31 0.00
P -2.12900 0.78522 -0.57664 -3.27 2.07 -2.85 -0.03
P 0.13420 -2.12289 -0.30856 0.45 -3.92 -1.24 0.07
C 1.38893 -3.01641 0.65162 0.30 -0.07 0.32 0.05
H 1.24871 -2.83702 1.72369 0.11 -0.01 -0.22 0.00
H 1.30357 -4.09638 0.47171 0.02 0.28 -0.10 0.00
H 2.38671 -2.67213 0.35650 -0.17 -0.01 0.12 -0.01
C -1.31552 -3.25898 -0.13857 -0.59 -0.07 0.11 0.02
H -0.98735 -4.30981 -0.18430 0.09 0.42 -0.08 0.00
H -1.83380 -3.14343 0.82695 0.25 0.06 -0.21 0.00
H -2.07502 -3.11635 -0.92495 0.41 0.11 0.18 0.00
C -2.62635 2.46608 0.02860 0.25 0.00 0.17 0.01
H -3.69221 2.68386 -0.19755 0.67 -0.25 0.06 0.00
H -2.47953 2.50235 1.12716 -0.10 0.22 -0.57 0.00
H -1.97762 3.21424 -0.46908 -0.33 -0.34 0.38 0.00
C -3.63962 -0.21674 -0.09219 0.21 -0.33 0.10 0.01
H -3.63371 -0.39994 1.00280 -0.06 0.05 -0.56 0.00
H -4.57513 0.32867 -0.33517 0.66 -0.18 0.04 0.01
H -3.65287 -1.19578 -0.61471 0.04 0.58 0.31 0.00
H 1.22482 -0.17198 1.20604 1.26 0.06 0.53 -0.02
H 1.18036 0.72789 -0.48341 -2.16 -0.69 1.48 -0.09
C -0.31501 0.40471 5.42422 1.82 0.92 1.41 0.02
C -1.51269 -0.13327 4.66497 -0.79 0.34 5.27 0.00
C -1.22932 0.04798 3.40831 0.46 -0.35 -3.55 0.24
N -0.81058 0.00605 2.34623 -0.91 0.23 5.55 -0.16
H 0.64084 -0.08625 5.23623 -0.36 -0.64 -0.21 0.00
H -0.47674 0.35645 6.50050 -0.22 -0.09 -0.08 0.00
H -0.04604 1.43782 5.20248 -0.63 0.19 -0.12 0.00
H -1.66007 -1.16020 4.91915 -0.36 -0.89 0.00 0.01
H -2.37478 0.44880 4.89579 -1.03 0.32 0.66 0.02
```
Positions in Å, forces in eV/Å.

Values from the calculation:
HOMO (alpha / beta): -12.8580 / -12.9094 eV
total charge: +2
Kohn-Sham gap (alpha / beta): 4.669 / 4.868 eV
⟨S²⟩: 2.033
LUMO level (alpha / beta): -8.189 / -8.042 eV
spin multiplicity: 3

2.
Molecular formula: C22H30N3O5PW
Method: DFT, ωB97M-V with the def2-TZVPD basis set

```
62
Properties=species:S:1:pos:R:3:forces:R:3:mulliken_spin:R:1
W -0.19152 0.24929 -1.36905 0.16 -0.11 -0.31 1.91
C 3.69179 1.27471 -3.27435 -0.02 -0.02 -0.04 0.00
C 2.29942 1.21641 -2.77266 0.08 0.07 0.06 0.03
N 1.73588 0.17777 -2.25866 -0.07 -0.05 0.07 -0.07
N 2.35258 -1.05288 -2.25244 0.04 0.05 -0.02 -0.01
C 1.46534 -1.95581 -1.98503 0.01 -0.11 -0.03 0.00
O 0.16604 -1.56739 -1.78079 0.06 0.14 0.00 0.01
C 1.75039 -3.37355 -1.91764 -0.04 0.02 0.03 -0.01
C 3.06361 -3.82277 -2.09910 -0.01 0.00 0.00 0.00
C 3.33317 -5.17458 -2.03432 0.01 0.00 0.00 0.00
C 2.30320 -6.07827 -1.79222 0.00 0.00 0.00 0.00
C 0.99909 -5.63504 -1.61167 0.01 0.01 0.00 0.00
C 0.71710 -4.28272 -1.67214 0.00 0.00 0.00 0.00
C 1.37358 2.36596 -2.83221 -0.06 0.08 0.07 0.05
C 1.69619 3.59937 -3.34841 0.03 -0.05 -0.04 0.00
C 0.70828 4.57901 -3.44184 0.01 0.00 0.00 0.02
C -0.57946 4.29001 -3.03138 -0.01 0.01 0.00 -0.01
C -0.84501 3.03778 -2.50624 -0.02 0.01 0.01 -0.02
N 0.10998 2.10393 -2.38479 -0.06 -0.10 -0.01 0.04
H 4.12314 0.27977 -3.31067 0.00 -0.01 0.01 0.00
H 4.28833 1.89463 -2.59882 0.00 0.01 -0.01 0.01
H 3.73175 1.72751 -4.26545 -0.01 -0.01 0.00 0.00
H 3.85417 -3.11015 -2.28765 0.00 0.00 0.00 0.00
H 4.34412 -5.53114 -2.17392 0.00 0.00 0.00 0.00
H 2.52056 -7.13709 -1.74630 0.00 0.00 0.00 0.00
H 0.20517 -6.34570 -1.42906 0.00 0.00 0.00 0.00
H -0.29605 -3.92957 -1.53926 0.00 -0.01 0.00 0.00
H 2.70212 3.79353 -3.69217 0.00 0.00 0.00 0.00
H 0.94772 5.55214 -3.84932 0.01 0.00 0.00 0.00
H -1.37661 5.01455 -3.11330 0.00 0.00 0.00 0.00
H -1.83651 2.76583 -2.16677 0.00 -0.02 0.00 0.01
C -2.53483 -1.55268 3.71861 0.00 0.00 0.01 0.00
C -1.30741 -1.82353 2.87880 0.00 -0.02 0.01 0.00
C -0.05273 -1.17169 3.41948 0.00 0.00 -0.01 0.00
C -1.11395 -3.29463 2.58894 0.00 0.00 -0.01 0.00
O -1.58675 -1.23969 1.49185 -0.01 0.03 0.01 -0.01
P -1.47544 0.18377 0.96484 -0.13 -0.06 -0.21 0.04
O -2.04740 0.21796 -0.48804 0.18 0.12 0.33 0.01
O 0.03454 0.53827 0.54181 -0.11 -0.05 0.05 0.01
O -2.05441 1.16019 1.97385 -0.05 0.01 0.06 0.00
C -2.02127 2.66221 2.17486 0.04 0.01 -0.03 0.00
C -1.96821 3.32677 0.81557 -0.02 0.00 -0.02 0.00
C -3.31087 2.95417 2.90733 0.00 -0.01 0.00 0.00
C -0.79178 2.93981 3.01106 0.01 0.00 0.01 0.00
H -2.40502 -2.03272 4.68883 0.00 0.00 0.00 0.00
H -3.42438 -1.96972 3.24854 0.00 0.00 0.00 0.00
H -2.68120 -0.48632 3.88416 0.00 0.00 0.00 0.00
H 0.18811 -1.62579 4.38051 0.00 0.00 0.00 0.00
H -0.19133 -0.10254 3.58889 -0.01 0.01 0.00 0.00
H 0.79430 -1.32889 2.75116 0.00 0.00 0.00 0.00
H -0.92819 -3.81920 3.52605 0.00 0.00 0.00 0.00
H -0.25952 -3.45326 1.93085 0.00 0.00 0.00 0.00
H -2.00600 -3.71754 2.12935 0.00 0.00 0.00 0.00
H -2.80158 2.99989 0.19173 0.00 0.00 0.00 0.00
H -1.01616 3.12390 0.31845 0.01 0.00 0.01 0.01
H -2.04644 4.40585 0.94773 0.01 0.00 0.01 0.00
H -4.17637 2.69761 2.29770 0.00 0.00 0.00 0.00
H -3.35368 4.01775 3.14197 0.00 0.00 0.00 0.00
H -3.35616 2.39665 3.84159 0.00 0.00 0.00 0.00
H 0.11873 2.63284 2.49442 0.00 0.00 -0.01 0.00
H -0.85192 2.42462 3.96896 0.00 0.00 0.00 0.00
H -0.73023 4.01038 3.20774 0.00 0.00 0.01 0.00
```
Positions in Å, forces in eV/Å.

Values from the calculation:
HOMO (alpha / beta): -14.1936 / -14.1975 eV
total charge: +2
Kohn-Sham gap (alpha / beta): 6.377 / 6.304 eV
⟨S²⟩: 2.011
LUMO level (alpha / beta): -7.816 / -7.893 eV
spin multiplicity: 3

3.
Molecular formula: C22H31AuN3O9PS2Te
Method: DFT, ωB97M-V with the def2-TZVPD basis set

```
70
Properties=species:S:1:pos:R:3:forces:R:3:nbo_charge:R:1
Au -0.45699 -0.20739 0.50978 -0.27 -0.09 0.09 1.37
C -6.50415 1.86665 1.72195 -0.01 0.00 -0.01 -0.26
O -6.19501 0.84738 2.66869 0.00 0.02 0.02 -0.47
C -5.08894 0.11924 2.47514 0.00 0.02 -0.06 0.39
C -4.81711 -0.84585 3.46105 0.03 -0.07 0.05 -0.29
C -3.70756 -1.63470 3.34234 -0.07 0.01 0.02 -0.10
C -2.80636 -1.49200 2.26842 0.12 -0.01 -0.01 -0.35
C -1.65736 -2.36519 2.14002 -0.24 0.05 0.03 0.63
C -1.63827 -3.68524 2.85196 0.02 -0.02 -0.01 -0.71
O -0.65983 -2.10905 1.43758 0.30 0.03 0.11 -0.63
C -3.10316 -0.52435 1.28044 0.08 -0.08 -0.14 0.48
O -2.38422 -0.39932 0.15765 -0.01 0.19 0.09 -0.69
C -4.24029 0.27316 1.38871 -0.05 -0.03 0.01 -0.40
H -7.40199 2.35028 2.09208 0.00 0.00 0.00 0.21
H -6.69773 1.43751 0.73752 0.01 0.00 0.00 0.19
H -5.69456 2.59523 1.65665 0.00 0.00 0.00 0.19
H -5.49605 -0.94187 4.29623 0.00 0.00 0.00 0.24
H -3.51311 -2.37412 4.10686 0.00 0.01 0.00 0.22
H -2.49634 -4.28757 2.55323 0.00 0.00 0.01 0.25
H -1.70142 -3.53256 3.92974 0.02 0.00 0.00 0.24
H -0.71309 -4.20393 2.61895 0.00 0.00 0.00 0.25
H -4.42479 0.98587 0.59898 0.01 0.00 0.01 0.25
C 4.48359 -0.84015 4.17455 0.00 0.01 0.00 -0.63
C 4.42903 -1.49501 2.81581 0.00 0.00 -0.02 -0.06
O 3.10495 -1.32561 2.27556 -0.03 -0.06 -0.02 -0.85
P 2.71427 -0.90226 0.79247 -0.06 -0.10 0.17 1.99
O 1.47886 0.00971 1.01937 0.05 0.03 -0.20 -1.15
Te 4.46810 -0.00398 -0.44517 -0.01 0.03 -0.01 -0.51
O 2.08169 -2.22579 0.15249 0.04 0.04 -0.05 -0.86
C 2.94389 -3.36027 -0.10369 -0.01 0.01 0.05 -0.06
C 2.98493 -3.65691 -1.58326 -0.01 0.00 0.00 -0.64
H 5.44974 -1.03901 4.64002 0.00 0.01 -0.01 0.22
H 3.70000 -1.22945 4.82427 0.01 -0.01 0.00 0.21
H 4.35881 0.23881 4.08515 -0.01 0.00 0.00 0.22
H 4.61702 -2.56845 2.87995 -0.01 0.00 0.01 0.18
H 5.15180 -1.05371 2.12850 0.02 -0.01 0.00 0.21
H 2.52894 -4.19081 0.46782 0.00 0.00 0.00 0.19
H 3.94725 -3.14721 0.27283 0.01 -0.02 -0.02 0.19
H 1.98436 -3.85441 -1.97154 0.00 -0.01 0.00 0.20
H 3.59274 -4.54461 -1.76419 0.01 0.02 0.00 0.22
H 3.42154 -2.81987 -2.12825 -0.01 0.01 0.01 0.24
N -0.24142 -1.63749 -1.79413 -0.21 -0.22 0.21 -0.89
C -0.26526 -0.56561 -2.69715 0.08 0.00 -0.05 0.23
C 0.91352 0.11795 -2.96827 0.02 -0.02 0.05 -0.32
C 0.86777 1.30419 -3.67937 0.12 0.06 -0.10 -0.18
C -0.33789 1.81364 -4.12700 -0.13 -0.07 -0.01 -0.36
C -1.50527 1.08567 -3.92565 0.04 0.05 0.03 -0.15
C -1.47288 -0.09827 -3.20979 0.01 -0.04 -0.03 -0.30
S -0.42671 3.45963 -4.81187 -0.09 -0.11 -0.06 2.42
O -1.29118 3.37082 -5.96423 0.06 0.05 0.01 -0.98
O 0.95613 3.83160 -5.05200 0.05 0.07 0.05 -1.02
O -1.03232 4.22520 -3.69880 0.13 -0.04 0.30 -1.04
H 0.63283 -2.12472 -1.67752 0.04 0.03 -0.11 0.40
H -1.04062 -2.25166 -1.82101 0.03 -0.04 -0.10 0.38
H 1.85958 -0.25587 -2.58803 0.00 0.00 0.00 0.22
H 1.77485 1.85513 -3.89169 0.02 0.02 0.01 0.24
H -2.43854 1.47503 -4.31271 0.00 -0.01 0.02 0.24
H -2.38811 -0.64405 -3.00682 0.00 0.01 -0.01 0.21
S -0.87960 1.86868 -0.35477 0.10 0.07 -0.06 0.02
C 0.59702 2.73058 -0.66594 -0.01 0.12 -0.09 0.36
N 0.59520 3.69880 -1.55066 -0.18 0.16 0.09 -0.56
C 1.94473 4.25046 -1.71341 0.00 -0.10 -0.01 -0.23
C 2.71320 3.60658 -0.54129 0.02 -0.01 -0.04 -0.23
N 1.76068 2.60842 -0.04392 -0.03 -0.04 -0.13 -0.58
H -0.15763 3.89397 -2.25364 0.03 -0.02 -0.17 0.49
H 1.92582 5.33597 -1.67071 -0.01 0.01 0.05 0.22
H 2.32626 3.95150 -2.68908 -0.01 0.03 -0.07 0.24
H 2.93009 4.32476 0.24993 0.03 0.00 0.00 0.20
H 3.63866 3.12638 -0.85276 -0.02 0.00 0.01 0.23
H 1.99794 1.77949 0.48568 -0.01 0.07 0.05 0.46
```
Positions in Å, forces in eV/Å.

Values from the calculation:
HOMO: -7.7820 eV
total charge: 0
Kohn-Sham gap: 5.524 eV
LUMO level: -2.258 eV
spin multiplicity: 1

4.
Molecular formula: C22H31BrCl2N3O3Tl
Method: DFT, ωB97M-V with the def2-TZVPD basis set

```
63
Properties=species:S:1:pos:R:3:forces:R:3:lowdin_charge:R:1
O 3.22425 1.89375 -0.39025 -0.74 0.69 -2.52 0.02
C 2.78405 2.19397 -1.50757 -1.14 -0.86 0.94 -0.19
C 1.87291 3.37245 -1.77522 0.53 0.00 0.56 -0.19
C 1.13192 3.86257 -0.68995 -0.04 0.35 -0.06 -0.03
H 0.88992 3.21280 0.15260 0.37 0.28 -0.15 0.07
C 0.66305 5.17225 -0.71225 0.00 -0.07 -0.46 -0.06
H 0.13084 5.57152 0.14438 0.06 -0.03 -0.09 0.11
C 0.88760 5.96623 -1.84314 0.38 -0.21 -0.34 -0.07
H 0.68191 7.03523 -1.83379 -0.28 -0.28 0.02 0.10
C 1.43140 5.40364 -3.00912 0.03 -0.41 -0.21 -0.08
H 1.50940 5.97214 -3.94618 -0.07 -0.13 0.59 0.11
C 1.90273 4.08370 -2.99389 0.12 -0.36 0.72 -0.04
H 2.32204 3.56625 -3.86976 -0.02 0.60 0.33 0.11
H 2.87217 1.51371 -2.40429 0.64 0.35 0.56 0.13
C -0.26971 -0.79847 -3.20443 -0.95 -1.23 -0.30 -0.13
C -1.32341 -0.02878 -2.45772 2.09 1.41 -0.37 -0.38
H -0.32905 -0.57895 -4.27094 -0.04 -0.18 -0.13 0.08
H -0.38192 -1.87447 -3.02061 0.20 0.02 -0.26 0.07
H 0.75885 -0.52709 -2.88344 -0.73 0.11 0.04 0.07
C -1.89109 1.15922 -2.71333 -0.62 0.88 -0.55 -0.25
C -3.04605 1.57566 -3.60481 1.11 -0.23 -1.13 -0.08
H -1.47942 2.04086 -2.20265 -1.06 -0.36 1.26 0.08
H -2.73391 2.46271 -4.18910 -0.32 -0.27 0.16 0.08
H -3.90358 1.87157 -2.98606 0.32 -0.18 0.04 0.09
H -3.35955 0.78106 -4.29589 0.02 0.20 0.20 0.08
Tl -1.31063 -0.27916 -0.31371 -0.01 0.43 1.21 0.53
Cl -1.80133 1.88591 0.90942 0.14 -0.13 0.05 -0.08
Cl -3.57512 -1.37099 -0.60965 -0.19 -0.22 0.11 -0.04
C -2.88031 -1.14644 2.33908 0.37 -0.19 -0.61 -0.41
O -1.70458 -1.46799 2.07640 -0.79 0.41 0.17 -0.13
N -3.80734 -1.98458 2.82656 0.40 -0.17 0.12 -0.18
C -3.43635 -3.35340 3.16761 -0.08 0.06 0.08 -0.03
C -5.21416 -1.62735 2.88979 0.21 0.13 0.25 -0.05
H -3.23473 -0.12237 2.12233 -0.04 -0.33 0.16 0.08
H -2.38674 -3.50822 2.89983 -0.32 0.00 0.04 0.09
H -4.08038 -4.06715 2.64576 0.13 0.12 -0.18 0.09
H -3.57856 -3.54070 4.23966 0.10 0.17 -0.10 0.09
H -5.35009 -0.62448 2.47005 -0.03 -0.28 0.07 0.09
H -5.55764 -1.64002 3.93215 -0.01 0.05 -0.16 0.09
H -5.80874 -2.35445 2.32505 0.12 0.20 -0.05 0.09
H 1.68899 -5.07753 -0.33783 -0.09 0.13 -0.08 0.10
H 4.08443 -3.82496 -0.06507 -0.23 0.25 -0.10 0.10
C 1.53432 -4.31583 -1.11157 0.07 -0.07 0.11 -0.02
C 3.68205 -3.07209 -0.76069 0.22 0.02 -0.09 -0.04
N 2.22111 -3.08079 -0.75322 0.49 0.06 -0.12 -0.17
H 0.47062 -4.09072 -1.20429 0.19 -0.16 0.01 0.09
C 1.51880 -2.01923 -0.36268 -2.17 -0.19 0.24 -0.28
O 0.26242 -2.07513 -0.20716 2.30 -0.15 -0.35 -0.15
H 4.06100 -2.08270 -0.46463 -0.23 -0.33 -0.07 0.09
H 2.07768 -1.08866 -0.17851 -0.04 -0.26 0.02 0.14
H 1.93256 -4.70626 -2.05474 -0.05 0.17 0.12 0.09
H 4.08544 -3.31251 -1.75790 -0.29 0.11 0.23 0.09
Br 2.23218 -2.73107 4.86789 -0.01 0.02 -0.01 0.73
C 2.02912 -1.16555 3.83460 -0.45 0.90 -0.79 -0.67
C 2.66465 0.02769 4.19535 -0.14 0.02 -0.19 -0.11
C 2.47880 1.15776 3.39305 -0.39 -0.34 -0.42 -0.03
C 1.66883 1.03193 2.24700 0.67 0.34 0.82 -0.14
N 1.07629 -0.10046 1.91665 -0.44 -0.22 -0.27 0.05
C 1.20690 -1.17430 2.68999 0.91 0.06 0.90 -0.19
H 3.27754 0.05673 5.09231 -0.05 0.06 -0.17 0.10
H 2.93486 2.12768 3.60416 -0.07 -0.45 0.10 0.11
H 1.51777 1.88823 1.58882 0.04 -0.33 0.20 0.08
H 0.67503 -2.07434 2.41558 -0.10 0.03 -0.14 0.09
```
Positions in Å, forces in eV/Å.

Values from the calculation:
HOMO (alpha / beta): -7.0539 / -7.0546 eV
total charge: 0
Kohn-Sham gap (alpha / beta): 6.991 / 6.991 eV
LUMO level (alpha / beta): -0.063 / -0.063 eV
spin multiplicity: 1

What energy above the lowest of the compared OMol25 structures with the same formula, charge and spin values result from the calculations? In sequence: 145.1, 3.6, 30.7, 205.4 kJ/mol.